[1]
9
Properties=species:S:1:pos:R:3:forces:R:3:nbo_charge:R:1 method="wB97M-V/def2-TZVPD" homo_lumo_gap_ha="0.1871 / 0.1221" homo_ev="-7.47 / -6.70"
C -1.877 -0.194 -0.541 1.1 -0.3 3.2 -0.530
C -1.803 0.223 0.719 0.9 -1.1 -3.7 -0.046
Si 1.969 0.201 0.149 -1.3 0.2 -0.1 1.012
Cl 2.506 -0.247 -1.745 0.2 -0.2 -0.8 -0.368
Cl 3.010 1.818 0.736 0.4 0.7 0.3 -0.358
Cl 2.468 -1.356 1.315 0.2 -0.7 0.6 -0.357
H -2.789 -0.361 -1.040 -1.6 0.4 -0.6 0.228
H -1.121 -0.789 -1.049 0.7 0.4 0.1 0.231
H -2.363 0.705 1.457 -0.6 0.6 1.0 0.188

---

[2]
12
Properties=species:S:1:pos:R:3:forces:R:3:nbo_charge:R:1 method="wB97M-V/def2-TZVPD" homo_lumo_gap_ha=0.4007 homo_ev=-10.71
C 37.688 -22.583 22.618 0.2 0.6 0.0 -0.188
Cl 38.867 -22.834 23.884 0.5 -0.8 -0.3 0.070
Cl 37.216 -24.198 21.918 -0.1 1.4 0.5 0.042
Cl 36.413 -21.619 23.460 -0.1 -0.8 -1.1 0.052
Cl 38.428 -21.537 21.319 -0.6 -0.8 0.6 0.026
C 39.715 -19.707 27.373 -1.4 0.3 -0.6 -0.482
N 38.758 -20.221 26.309 -0.1 0.3 -1.0 0.527
O 39.223 -20.350 25.183 0.0 0.3 1.0 -0.384
O 37.589 -20.424 26.581 0.6 0.0 0.4 -0.371
H 39.088 -19.170 28.085 0.1 -0.5 0.2 0.229
H 40.294 -18.947 26.849 0.6 -0.6 0.2 0.238
H 40.184 -20.604 27.777 0.4 0.5 0.0 0.240

---

[3]
10
Properties=species:S:1:pos:R:3:forces:R:3:nbo_charge:R:1 method="wB97M-V/def2-TZVPD" homo_lumo_gap_ha=0.3652 homo_ev=-9.23
C -0.611 -0.937 -0.722 0.2 -2.4 -3.0 -0.164
C 0.586 -0.452 -0.037 -0.1 1.5 2.6 0.656
H -3.069 0.725 0.423 1.5 -0.7 -0.6 0.384
H -1.529 0.603 1.163 0.4 -0.2 -0.3 0.378
H -0.592 -1.871 -1.407 0.5 2.0 0.9 0.221
N -2.071 0.433 0.326 -1.9 1.9 1.0 -0.592
N -1.764 -0.417 -0.608 -0.8 -1.1 0.3 -0.146
F 1.794 -0.961 -0.210 -0.5 -0.8 -0.6 -0.290
F 0.274 -0.624 1.322 0.7 0.1 -0.1 -0.364
Cl 0.798 1.355 -0.215 0.0 -0.5 -0.2 -0.082

---

[4]
11
Properties=species:S:1:pos:R:3:forces:R:3:nbo_charge:R:1 method="wB97M-V/def2-TZVPD" homo_lumo_gap_ha=0.3828 homo_ev=-10.53
C -1.539 1.472 -0.335 0.0 2.5 1.0 0.158
C -1.409 0.607 -1.311 -1.3 0.5 -0.4 0.132
O 2.676 -1.048 2.229 1.1 0.1 0.7 -0.885
O 0.781 -1.785 1.037 -0.7 -1.8 -0.8 -0.916
F -0.929 1.373 0.889 -0.3 -0.6 -1.0 -0.339
F -2.116 0.908 -2.455 0.9 -0.6 0.8 -0.326
S 2.356 -1.915 1.143 -0.9 1.4 -0.2 1.607
Cl 2.877 -0.782 -0.597 -0.1 -0.3 0.2 -0.331
H 0.301 -0.953 1.050 0.5 0.8 0.2 0.524
H -2.040 2.480 -0.428 0.5 -1.5 0.0 0.191
H -0.958 -0.358 -1.221 0.3 -0.4 -0.5 0.186

---

[5]
8
Properties=species:S:1:pos:R:3:forces:R:3:nbo_charge:R:1 method="wB97M-V/def2-TZVPD" homo_lumo_gap_ha=0.3545 homo_ev=-9.25
C -0.442 -0.844 -0.054 -1.2 -1.0 -2.1 -0.509
C 0.754 -0.604 -0.589 -1.2 0.0 0.5 0.229
F 0.852 -0.404 -1.913 0.2 0.2 0.2 -0.336
Cl -0.547 2.223 0.396 -0.1 0.5 -0.1 -0.261
I 2.466 -0.080 0.459 0.0 -0.3 -0.1 0.162
H -1.369 -0.902 -0.717 1.7 0.2 0.4 0.226
H -0.706 -1.265 0.887 0.7 0.4 1.0 0.227
H -1.008 1.876 1.531 0.0 -0.1 0.1 0.264

---

[6]
10
Properties=species:S:1:pos:R:3:forces:R:3:nbo_charge:R:1 method="wB97M-V/def2-TZVPD" homo_lumo_gap_ha="0.2009 / 0.1885" homo_ev="-9.51 / -9.17"
C 1.514 1.159 -1.147 -0.7 2.0 1.4 0.880
C -0.224 -0.019 -2.553 0.7 -4.6 -0.6 -0.440
N 0.737 0.202 -1.558 0.8 -1.6 0.8 -0.402
O 1.724 2.283 -1.535 -0.1 -0.5 -1.3 -0.576
F 1.919 0.918 0.109 0.9 -0.8 0.7 -0.346
S 1.455 -2.350 -0.208 -0.9 1.7 -0.7 0.249
Cl 3.204 -2.572 -1.019 0.4 0.0 -0.2 -0.037
H 0.309 -0.751 -3.368 -1.6 2.0 1.3 0.196
H -0.935 -0.788 -1.983 0.6 2.0 -1.7 0.233
H -0.663 0.886 -2.983 -0.1 -0.2 0.2 0.243

---

[7]
8
Properties=species:S:1:pos:R:3:forces:R:3:nbo_charge:R:1 method="wB97M-V/def2-TZVPD" homo_lumo_gap_ha="0.2767 / 0.2767" homo_ev="-9.14 / -9.14"
C 2.249 -0.508 0.067 0.4 -1.7 -0.4 0.298
C -1.618 0.193 -0.028 3.0 -0.4 2.3 -0.502
N 2.725 -1.558 -0.173 -0.3 0.8 0.1 -0.352
N 1.833 0.663 0.407 -0.6 0.8 0.5 -0.458
Cl 0.101 0.994 -0.315 -0.5 0.4 -0.5 0.304
H -1.811 0.458 1.047 -0.4 -0.2 -1.5 0.244
H -1.346 -0.848 -0.161 -0.6 -0.2 0.1 0.233
H -2.133 0.605 -0.844 -1.0 0.6 -0.6 0.233

---

[8]
9
Properties=species:S:1:pos:R:3:forces:R:3:nbo_charge:R:1 method="wB97M-V/def2-TZVPD" homo_lumo_gap_ha=0.4120 homo_ev=-10.54
C -1.229 1.438 -0.416 3.5 0.5 -1.1 0.878
C 0.550 -1.051 0.059 3.4 -1.1 0.8 0.092
N -0.080 1.236 -0.732 1.3 1.1 -0.2 -0.826
N 1.339 -1.050 1.071 -1.5 0.0 -1.5 -0.628
O -2.333 1.557 -0.192 -3.2 0.1 0.9 -0.480
Cl -1.083 -1.662 -0.044 0.2 0.1 0.1 -0.032
H 1.107 -0.890 -0.896 -1.4 0.1 0.5 0.201
H 0.784 1.829 -0.781 -1.9 -0.9 0.3 0.450
H 0.946 -1.407 1.933 -0.4 0.2 0.2 0.345

---

[9]
9
Properties=species:S:1:pos:R:3:forces:R:3:nbo_charge:R:1 method="wB97M-V/def2-TZVPD" homo_lumo_gap_ha=0.4214 homo_ev=-10.68
C 1.108 -0.608 -1.243 0.4 0.3 0.6 0.864
C -1.242 -0.125 0.782 -1.5 -0.1 -0.3 0.103
N 1.236 0.576 -1.256 1.3 2.6 -0.8 -0.792
N -0.191 -0.107 1.391 2.7 2.0 2.6 -0.591
O 0.858 -1.712 -1.068 -0.5 -2.1 -0.2 -0.501
Cl -2.447 1.150 0.591 0.3 -0.4 0.0 -0.057
H -1.419 -1.097 0.416 -1.4 -0.7 -1.3 0.193
H 2.067 1.138 -1.512 -1.1 -0.9 0.2 0.430
H 0.030 0.786 1.900 -0.2 -0.8 -0.8 0.351

---

[10]
10
Properties=species:S:1:pos:R:3:forces:R:3:nbo_charge:R:1 method="wB97M-V/def2-TZVPD" homo_lumo_gap_ha=0.3760 homo_ev=-10.52
C -1.218 -1.454 0.297 0.3 0.2 0.4 0.115
C -0.498 0.818 -0.177 -0.4 0.9 0.0 0.063
N -1.368 -0.227 0.212 -0.3 -0.1 0.0 -0.427
O 3.308 0.765 -0.476 1.3 -0.2 -0.5 -0.997
O 0.869 0.557 -0.380 1.1 0.0 0.3 -0.833
P 2.216 1.176 0.371 -2.2 -0.3 -0.1 1.536
Cl 0.262 -2.355 0.080 0.1 -0.2 -0.1 -0.040
H -0.901 1.179 -1.135 0.2 0.0 0.2 0.202
H -0.632 1.612 0.569 0.1 0.0 -0.1 0.183
H -2.038 -2.071 0.638 0.0 -0.2 -0.1 0.198

---

Energy above the lowest of the compared OMol25 structures with the same formula, charge and spin: 141.75 11.52 38.72 3.31 18.14 115.67 114.68 17.74 14.15 21.45 (kcal per mole)
Maximum force: 3.95 1.57 3.84 2.70 2.60 4.64 3.84 3.68 4.24 2.23 (eV/Å)
Electronic energy: -47564.96542 -57793.72064 -23058.54564 -35008.29709 -25461.82849 -31730.57037 -17620.43592 -19671.80114 -19671.95687 -29518.89082 (eV)